1.
The following is a DFT calculation (the ωB97M-V functional and the def2-TZVPD basis) of a structure of composition C39H33N10O4S3Yb.

Highest occupied orbital energy (spin up / spin down)   -0.2655 / -0.2656 Eh
Net charge   0
2S+1   2
<S²>   0.751
Electronic energy   -4707.95384 a.u.
Gap between HOMO and LUMO (spin up / spin down)   7.3 / 7.3 eV

```
90
Properties=species:S:1:pos:R:3:forces:R:3
Yb 0.3787 -0.0399 -0.0468 1.156 0.400 1.281
N -0.1824 4.6377 0.2062 0.138 0.102 0.123
C -0.1824 3.2774 0.2458 -0.511 -0.373 0.032
S 1.3223 2.4945 0.5335 -0.017 -0.152 -0.301
N -1.3829 2.7420 0.0854 0.236 1.072 -0.128
N -1.4505 1.4219 -0.0795 -1.380 -0.994 0.543
C -2.6229 0.8692 0.1360 1.169 1.100 -0.146
C -3.7814 1.6424 0.6330 -0.181 0.167 0.059
C -4.3036 2.7203 -0.0769 -0.075 -0.081 -0.071
C -5.3641 3.4469 0.4401 -0.023 -0.022 -0.019
C -5.9032 3.1160 1.6763 0.029 -0.016 0.026
C -5.3808 2.0490 2.3930 -0.042 0.033 0.032
C -4.3282 1.3125 1.8717 0.098 -0.026 -0.120
C -2.7396 -0.5687 -0.0350 -0.102 -0.878 -0.114
C -3.9892 -1.1802 -0.1633 0.206 0.238 0.055
C -4.0609 -2.5395 -0.3815 0.108 -0.179 -0.023
C -2.8895 -3.2797 -0.4595 -0.175 0.071 -0.003
C -1.6916 -2.6128 -0.3111 0.145 -0.073 0.060
N -1.6066 -1.3012 -0.1000 -0.365 0.136 -0.028
H 0.6179 5.0973 0.6038 -0.023 0.035 -0.021
H -1.0785 5.0878 0.3003 -0.019 -0.027 -0.029
H -3.8783 2.9795 -1.0369 0.031 0.009 0.023
H -5.7723 4.2768 -0.1228 0.010 0.002 -0.003
H -6.7257 3.6908 2.0823 -0.003 0.001 -0.004
H -5.7887 1.7954 3.3631 -0.003 -0.017 -0.007
H -3.9066 0.4820 2.4261 -0.020 0.012 0.041
H -4.8822 -0.5756 -0.1163 -0.011 0.013 0.013
H -5.0221 -3.0231 -0.4978 -0.008 0.016 -0.006
H -2.9025 -4.3451 -0.6363 0.024 -0.003 0.012
H -0.7516 -3.1494 -0.3543 0.004 0.028 -0.011
N -0.6956 3.5209 -7.8232 -0.101 0.005 0.019
C -0.6573 2.6162 -6.7731 -0.012 -0.040 0.037
C -0.8248 1.2495 -7.0069 -0.008 0.046 -0.036
C -0.8167 0.3498 -5.9567 0.017 -0.109 0.012
C -0.6505 0.8095 -4.6639 0.186 0.093 0.225
C -0.5027 2.1675 -4.4097 -0.072 -0.045 -0.037
C -0.5046 3.0659 -5.4576 0.004 -0.014 -0.031
S -0.6782 -0.2928 -3.2888 -0.221 0.217 -0.088
O -1.9765 -0.1630 -2.6828 -0.007 0.069 0.019
O -0.2876 -1.6189 -3.7036 0.024 0.046 -0.197
N 0.3933 0.3079 -2.2040 -0.096 -0.482 -1.709
C 1.7192 0.2059 -2.5189 0.597 0.144 -0.368
N 2.1349 0.0866 -3.7859 -0.018 -0.022 0.086
C 3.4375 -0.0537 -3.9777 -0.092 0.017 0.013
C 4.3569 -0.0619 -2.9413 0.027 0.008 -0.061
C 3.8370 0.0975 -1.6713 0.031 0.115 0.334
N 2.5399 0.2323 -1.4412 -0.528 -0.068 -0.285
H -0.5261 3.1510 -8.7425 0.049 0.023 0.001
H -0.2772 4.4195 -7.6556 0.032 -0.005 -0.035
H -0.9623 0.8972 -8.0224 0.011 -0.017 0.004
H -0.9338 -0.7109 -6.1376 0.039 0.002 -0.001
H -0.3879 2.5083 -3.3878 0.032 0.050 -0.015
H -0.3889 4.1260 -5.2655 0.003 -0.002 0.014
H 3.7488 -0.1644 -5.0117 0.053 0.011 0.014
H 5.4156 -0.1764 -3.1168 0.004 0.005 0.029
H 4.4755 0.1220 -0.7944 0.025 -0.040 -0.016
C 2.4275 1.0210 8.0619 0.028 -0.129 0.365
C 1.8840 0.5943 6.7407 -1.807 -1.895 -0.508
C 2.3182 1.1820 5.5449 -0.231 -0.320 0.848
C 1.8082 0.7749 4.3398 -2.163 -2.216 -0.446
C 0.8036 -0.2955 4.3209 1.799 1.749 0.370
C 0.3507 -0.8985 5.4977 0.294 0.358 -0.978
C 0.8719 -0.4760 6.6898 2.059 2.137 0.609
S 0.1566 -0.8094 2.7789 -0.078 -0.118 0.040
O -0.6998 -1.9448 3.0072 0.107 0.021 0.274
O -0.4690 0.3793 2.1875 0.017 -0.371 -0.123
N 1.3336 -1.1090 1.7451 -0.381 -0.154 0.471
C 2.0178 -2.3210 1.7837 0.106 -0.142 -0.025
C 2.4553 -2.9624 2.9195 -0.067 0.235 -0.063
C 3.2489 -4.1205 2.8361 0.047 -0.101 -0.023
C 3.6156 -4.6419 1.6281 0.038 0.008 0.088
C 3.1376 -4.0470 0.4391 -0.078 0.103 -0.070
C 3.4381 -4.5439 -0.8489 -0.021 0.026 0.005
C 2.8709 -3.9626 -1.9447 0.080 -0.081 -0.001
C 1.9771 -2.8907 -1.7648 -0.139 0.046 0.006
N 1.7115 -2.3647 -0.5901 -0.192 0.122 0.058
C 2.3008 -2.9108 0.5141 0.038 -0.069 0.037
H 3.0519 1.9070 7.9644 0.015 0.016 0.038
H 3.0316 0.2192 8.5059 -0.072 0.170 -0.053
H 1.6147 1.2380 8.7634 0.144 0.009 -0.077
H 3.0603 1.9694 5.5770 0.010 0.035 0.029
H 2.1170 1.2398 3.4125 -0.070 -0.087 -0.090
H -0.3945 -1.6798 5.4422 0.003 -0.022 -0.029
H 0.5351 -0.9349 7.6111 0.082 0.110 0.085
H 2.2022 -2.5466 3.8869 0.078 -0.048 0.004
H 3.5871 -4.5895 3.7512 0.006 0.007 0.001
H 4.2599 -5.5097 1.5659 -0.021 -0.016 -0.011
H 4.1093 -5.3891 -0.9458 -0.004 -0.006 -0.005
H 3.0836 -4.3161 -2.9441 -0.056 -0.014 -0.006
H 1.4439 -2.4764 -2.6146 0.054 0.039 -0.017
```
Positions in Å, forces in eV/Å.

***

2.
The following is a DFT calculation (the ωB97M-V functional and the def2-TZVPD basis) of a structure of composition C39H33N8O2PRhSe.

Highest occupied orbital energy (spin up / spin down)   -0.0600 / -0.1513 Eh
Net charge   -1
2S+1   5
<S²>   6.040
Electronic energy   -4947.75774 a.u.
Gap between HOMO and LUMO (spin up / spin down)   3.5 / 6.0 eV

```
85
Properties=species:S:1:pos:R:3:forces:R:3
Rh 1.4451 -0.5471 -0.8419 0.833 0.526 -0.417
O 1.6772 0.4286 1.4644 -0.425 -0.086 0.023
C 2.2634 -0.0398 2.6403 0.202 0.068 -0.280
C 2.4253 0.7746 3.7318 0.085 0.027 0.095
C 2.9301 0.2764 4.9420 -0.052 0.003 -0.141
C 3.2700 -1.0794 4.9971 0.040 -0.015 0.115
C 3.1643 -1.8778 3.8855 0.007 -0.083 -0.070
C 2.7061 -1.4041 2.6126 -0.050 0.037 0.201
C 2.7534 -2.2850 1.5203 0.218 0.096 0.061
N 2.4926 -2.0573 0.2333 -0.127 -0.366 -0.120
N 2.6882 -3.1989 -0.5503 -0.308 0.070 0.089
C 1.8521 -3.2526 -1.5351 0.121 -0.182 0.018
O 0.9096 -2.3790 -1.7828 -0.287 0.171 -0.040
C 1.9416 -4.4269 -2.4514 0.049 0.043 0.057
C 1.2974 -4.4090 -3.6851 -0.047 0.040 0.063
C 1.3811 -5.4963 -4.5433 0.016 -0.028 0.002
C 2.1045 -6.6215 -4.1752 -0.032 -0.004 -0.055
C 2.7442 -6.6490 -2.9417 0.019 -0.018 0.015
C 2.6655 -5.5620 -2.0884 0.042 0.002 -0.008
H 2.1238 1.8083 3.6464 -0.022 0.013 -0.011
H 3.0313 0.9259 5.8006 0.008 -0.008 0.011
H 3.6417 -1.5084 5.9217 -0.007 -0.002 -0.006
H 3.4679 -2.9178 3.9416 -0.003 0.004 0.023
H 3.1108 -3.2907 1.7353 0.019 0.027 0.039
H 0.7321 -3.5300 -3.9628 0.004 0.013 0.005
H 0.8827 -5.4597 -5.5047 0.002 -0.012 -0.006
H 2.1715 -7.4714 -4.8439 -0.003 0.002 -0.001
H 3.3098 -7.5250 -2.6457 0.000 0.005 -0.001
H 3.1668 -5.5632 -1.1304 0.002 -0.001 0.006
N -2.9823 0.6312 -2.5019 -0.061 -0.048 0.052
C -2.5434 1.5766 -3.3516 0.022 -0.107 -0.107
N -3.4508 2.1184 -4.2113 0.047 0.098 -0.012
N -1.3113 2.0092 -3.4115 -0.223 0.170 0.057
C -0.5055 1.5346 -2.4857 0.382 0.063 -0.009
N 0.2314 1.1445 -1.6859 -0.252 -0.228 0.087
H -3.9627 0.4847 -2.3458 -0.006 0.011 -0.006
H -2.3449 0.2300 -1.8291 0.025 -0.024 0.051
H -4.2235 1.5469 -4.5050 -0.002 -0.045 0.005
H -3.0222 2.6721 -4.9360 -0.013 -0.004 -0.028
N 1.0027 1.6897 1.5716 -0.197 0.013 0.031
P -0.5255 1.6969 2.0613 -0.036 -0.046 0.053
C -1.0526 1.4435 3.8040 0.000 -0.053 -0.056
C -0.5987 0.3095 4.4802 -0.042 0.033 0.020
C -1.0678 0.0175 5.7513 0.021 0.004 -0.035
C -2.0027 0.8434 6.3579 -0.026 0.003 0.057
C -2.4760 1.9614 5.6874 0.014 -0.030 0.003
C -2.0081 2.2563 4.4150 0.060 0.038 -0.001
C -1.0099 3.3713 1.6123 0.064 -0.039 -0.141
C -1.5284 3.5877 0.3379 -0.029 0.045 0.040
C -1.7794 4.8765 -0.1059 0.008 -0.013 0.029
C -1.4981 5.9561 0.7194 -0.014 0.031 -0.016
C -0.9618 5.7476 1.9821 -0.002 0.004 0.003
C -0.7142 4.4582 2.4279 0.032 0.027 0.024
C -1.7469 0.5700 1.2911 0.051 -0.009 0.062
C -1.3087 -0.6013 0.6886 -0.028 -0.024 -0.074
C -2.2134 -1.5249 0.1737 0.055 0.080 0.054
C -3.5730 -1.2807 0.2897 -0.063 0.029 -0.031
C -4.0268 -0.1162 0.9099 0.054 -0.064 -0.077
C -3.1197 0.8034 1.4095 0.052 -0.014 -0.043
H 0.1337 -0.3446 4.0259 0.033 -0.006 -0.033
H -0.6893 -0.8580 6.2625 -0.014 0.002 0.020
H -2.3643 0.6149 7.3529 0.001 0.001 -0.003
H -3.2115 2.6072 6.1507 0.001 -0.003 0.011
H -2.3944 3.1292 3.9050 0.002 -0.008 -0.028
H -1.7116 2.7452 -0.3154 -0.016 -0.018 -0.007
H -2.1745 5.0344 -1.1011 0.005 0.009 -0.004
H -1.6836 6.9648 0.3720 -0.001 -0.001 0.001
H -0.7216 6.5902 2.6176 -0.008 0.004 -0.002
H -0.2770 4.3042 3.4065 0.011 -0.038 -0.009
H -0.2475 -0.8078 0.6250 -0.007 -0.097 0.148
H -1.8307 -2.4171 -0.3057 -0.023 -0.020 -0.012
H -4.2854 -1.9986 -0.0989 -0.009 -0.007 0.018
H -5.0894 0.0682 1.0113 -0.001 -0.008 -0.010
H -3.4829 1.7003 1.8979 0.030 0.008 0.007
Se 3.3524 0.0816 -2.5380 -0.125 -0.088 0.295
C 2.2769 0.4259 -4.0601 -0.067 0.090 -0.142
C 2.5307 1.5004 -4.9177 0.042 -0.022 0.093
C 1.7206 1.7114 -6.0192 0.008 0.052 -0.048
N 0.6774 0.9485 -6.3502 0.012 0.032 -0.023
C 0.4435 -0.0803 -5.5342 -0.060 -0.083 0.045
C 1.1895 -0.3815 -4.4086 0.047 0.014 0.048
H 3.3524 2.1753 -4.7144 -0.001 -0.001 0.004
H 1.9242 2.5543 -6.6746 -0.024 -0.011 -0.012
H -0.4002 -0.7157 -5.7957 0.004 0.020 -0.017
H 0.9368 -1.2286 -3.7850 -0.038 -0.066 0.005
```
Positions in Å, forces in eV/Å.

***

3.
The following is a DFT calculation (the ωB97M-V functional and the def2-TZVPD basis) of a structure of composition C39H33N8O3V.

Highest occupied orbital energy (spin up / spin down)   -0.3720 / -0.3721 Eh
Net charge   +1
2S+1   2
<S²>   0.807
Electronic energy   -3113.39457 a.u.
Gap between HOMO and LUMO (spin up / spin down)   5.5 / 5.2 eV

```
84
Properties=species:S:1:pos:R:3:forces:R:3
V -1.1186 0.1687 -0.7847 0.043 0.046 -0.498
C 0.5821 -1.8825 11.9401 -0.006 0.012 0.018
O 0.7484 -2.8061 10.8742 0.019 -0.015 0.003
C 0.4959 -2.3825 9.6215 -0.020 0.015 -0.058
C 0.0508 -1.1016 9.2956 0.009 -0.010 0.043
C -0.1820 -0.7747 7.9717 -0.032 -0.015 -0.034
C 0.0186 -1.7022 6.9544 0.023 -0.047 0.070
C 0.4733 -2.9813 7.2934 0.016 0.048 0.002
C 0.7076 -3.3191 8.6071 0.007 -0.019 0.024
C -0.2409 -1.3152 5.5609 -0.007 0.069 -0.049
N -0.2913 -0.0598 5.2306 0.020 0.006 0.033
C -0.6540 0.0869 3.8423 0.014 -0.040 -0.060
C -0.7733 -1.9185 3.3385 0.002 0.087 0.118
N -0.3873 -2.4092 4.6465 0.003 -0.093 -0.018
C -1.0375 -2.5768 2.0189 -0.044 -0.240 -0.032
C -1.1535 -3.8231 1.5351 0.028 0.158 0.258
C -1.2255 -4.0334 0.1099 0.023 0.243 -0.275
C -1.1156 -3.0002 -0.7619 -0.004 -0.525 -0.132
N -0.9676 -1.7055 -0.3518 -0.050 0.791 -0.121
C -0.9607 -1.4347 1.0464 -0.082 0.125 0.352
C -0.8579 0.7231 1.5752 -0.013 -0.060 0.188
N -0.8067 1.6127 0.4435 -0.131 -1.226 -0.516
C -0.8098 2.9430 0.6827 0.046 1.205 0.745
C -0.8290 3.4613 1.9514 -0.005 -0.073 -0.938
C -0.8117 2.6260 3.1208 0.017 -0.449 0.131
C -0.8353 1.2927 2.9694 -0.048 0.337 0.080
H 0.8611 -2.4163 12.8431 -0.003 0.002 -0.004
H -0.4568 -1.5549 12.0183 0.003 0.001 -0.003
H 1.2341 -1.0156 11.8141 -0.001 -0.003 0.001
H -0.1211 -0.3612 10.0622 -0.002 0.006 0.006
H -0.5332 0.2142 7.7113 0.002 0.003 0.001
H 0.6818 -3.7105 6.5214 -0.001 -0.008 -0.005
H 1.0684 -4.3013 8.8790 0.004 -0.008 0.002
H -0.8961 -3.1934 5.0312 -0.022 0.015 0.010
H -1.1573 -4.6822 2.1942 0.003 0.005 0.012
H -1.3511 -5.0326 -0.2774 -0.001 -0.006 -0.019
H -1.1523 -3.1529 -1.8324 0.000 -0.001 0.014
H -0.8075 3.5825 -0.1895 0.002 0.020 0.032
H -0.8380 4.5352 2.0662 -0.001 0.000 -0.035
H -0.7374 3.0763 4.1017 0.004 -0.023 0.018
N 1.6769 -0.9769 3.4164 0.007 0.020 0.052
C 0.3111 -0.8304 3.0263 -0.043 -0.026 -0.018
C 0.1248 -0.4671 1.5661 0.127 -0.118 0.164
N -1.9643 -0.2419 1.1175 0.189 -0.117 -0.114
C -3.1890 -0.3408 1.8244 -0.124 -0.021 0.048
C -3.0525 -0.6611 3.1048 0.061 0.004 -0.028
N -1.7627 -0.8629 3.6067 0.003 -0.041 -0.115
H 1.9092 -1.9501 3.5818 0.017 0.000 -0.044
H 1.8613 -0.4809 4.2814 -0.009 -0.013 0.008
H 1.0646 -0.3785 1.0230 -0.022 0.003 -0.001
H -4.1210 -0.1601 1.3089 0.001 -0.001 0.003
H -3.9002 -0.7656 3.7728 -0.018 0.006 -0.008
C 1.9393 4.5736 -9.3408 -0.002 0.004 -0.016
C 1.0710 3.3527 -9.1879 0.023 -0.027 0.013
C 0.5488 2.7385 -10.3220 -0.012 0.009 -0.020
C -0.2612 1.6188 -10.2328 0.006 0.005 -0.005
C -0.5436 1.0800 -8.9904 0.022 -0.014 0.029
C -0.0238 1.6778 -7.8518 0.048 0.050 -0.047
N -0.3495 1.1147 -6.5803 -0.095 0.129 0.049
C 0.5438 0.5206 -5.7569 -0.012 -0.148 0.115
C 1.8469 0.2232 -6.2158 0.001 0.004 0.033
C 2.7520 -0.4141 -5.4086 0.002 0.009 -0.034
C 2.4244 -0.7934 -4.1004 -0.008 -0.029 0.072
C 1.1749 -0.4972 -3.6239 0.026 0.038 -0.013
C 0.2199 0.1666 -4.4153 -0.065 0.026 -0.181
C -1.0999 0.4885 -3.8900 -0.155 0.018 -0.318
O -2.0823 0.8322 -4.4906 0.166 0.028 0.056
O -1.1807 0.4022 -2.5053 0.085 -0.081 0.945
C 0.7739 2.8262 -7.9250 -0.086 -0.058 0.039
C 1.2622 3.4781 -6.6587 0.013 0.018 -0.035
H 2.0437 4.8382 -10.3913 0.007 -0.007 -0.003
H 2.9390 4.4057 -8.9363 0.003 0.011 0.009
H 1.5170 5.4357 -8.8224 -0.003 0.009 -0.008
H 0.7789 3.1545 -11.2951 0.001 0.003 -0.005
H -0.6621 1.1635 -11.1281 -0.001 -0.006 -0.007
H -1.1559 0.1935 -8.8882 -0.008 -0.004 -0.005
H -1.2995 1.1909 -6.2474 0.013 -0.002 -0.005
H 2.1112 0.4918 -7.2295 -0.006 -0.011 -0.002
H 3.7359 -0.6399 -5.7991 0.003 0.003 -0.005
H 3.1425 -1.3151 -3.4843 -0.004 0.001 0.011
H 0.9045 -0.8002 -2.6201 0.036 0.004 -0.009
H 2.0173 2.8694 -6.1570 0.021 0.007 0.003
H 0.4375 3.6124 -5.9573 -0.001 -0.014 0.026
H 1.7031 4.4519 -6.8522 -0.020 -0.003 0.004
```
Positions in Å, forces in eV/Å.

***

Question: The highest <S²> belongs to which entry?
Answer: C39H33N8O2PRhSe

***

Question: Among the records above, which one has the lowest electronic energy?
Answer: C39H33N8O2PRhSe

***

Question: The highest electronic energy belongs to which entry?
Answer: C39H33N8O3V

***

Question: Which value of net charge does entry 2 give?
Answer: -1